{"formula": "C10H13BO3", "method": "ωB97M-V/def2-TZVPD", "relative_energy_ev": 0.0000, "spin_multiplicity": 1, "energy_ha": -639.5472, "homo_energy_ev": -8.73, "lumo_ev": 0.73, "gap_ev": 9.456, "total_charge": 0, "elements": ["O", "O", "O", "B", "C", "C", "C", "C", "C", "C", "C", "C", "C", "C", "H", "H", "H", "H", "H", "H", "H", "H", "H", "H", "H", "H", "H"], "positions_angstrom": [[-1.213, 1.089, 1.174], [-0.743, 0.201, -1.003], [-1.118, -1.329, 0.904], [-1.041, -0.050, 0.364], [-0.596, 4.330, -0.549], [-0.262, 3.784, -1.786], [-0.886, 3.497, 0.513], [-0.245, 2.446, -1.991], [-0.950, 2.112, 0.303], [-0.624, 1.579, -0.964], [1.757, -1.814, 1.522], [-0.952, -2.365, -0.044], [1.552, -2.757, 0.371], [0.139, -3.342, 0.380], [-0.675, 5.397, -0.401], [0.050, 4.436, -2.589], [-1.069, 3.891, 1.499], [0.039, 2.051, -2.955], [1.502, -2.359, 2.438], [1.095, -0.952, 1.394], [2.761, -1.422, 1.602], [-1.936, -2.806, -0.155], [-0.666, -1.931, -1.011], [1.759, -2.212, -0.541], [2.306, -3.540, 0.420], [0.093, -4.212, -0.287], [-0.076, -3.722, 1.393]], "atomic_forces_ev_per_a": [[0.12, -0.63, -0.64], [-0.01, 0.96, 1.68], [-0.09, 2.45, -0.55], [-0.27, -1.77, 0.92], [-0.07, -0.22, -0.19], [0.16, 1.63, 0.39], [-0.44, -1.16, 0.60], [-0.22, -2.27, -0.21], [0.90, 0.48, -1.60], [-0.24, 1.67, 0.07], [-0.35, 0.39, 0.44], [0.47, -0.46, -0.59], [0.05, -0.04, -0.14], [-0.15, -0.43, 0.11], [0.27, 0.07, -0.05], [-0.13, 0.09, -0.08], [-0.17, 0.08, 0.14], [0.00, -0.13, -0.06], [0.03, 0.44, 0.13], [0.19, -0.20, 0.45], [0.39, -0.10, -0.02], [-0.03, -0.56, -0.08], [-0.12, -0.27, 0.10], [-0.13, 0.02, -0.55], [-0.08, -0.31, -0.02], [-0.07, 0.16, 0.01], [-0.02, 0.11, -0.26]], "mulliken_charge": [-0.50, -0.57, -0.59, 1.10, -0.52, -0.45, -0.78, -0.76, 0.59, 0.59, -0.89, -0.28, -0.37, -0.71, 0.39, 0.36, 0.44, 0.42, 0.29, 0.08, 0.35, 0.36, 0.24, 0.27, 0.32, 0.34, 0.29]}


{"formula": "C32H47AsCaN4O9PS2Si3", "method": "ωB97M-V/def2-TZVPD", "relative_energy_ev": 0.0000, "spin_multiplicity": 2, "energy_ha": -7063.7758, "homo_energy_ev": [-0.73, -3.42], "lumo_ev": [3.90, 3.90], "gap_ev": [4.631, 7.318], "total_charge": -2, "elements": ["Ca", "O", "C", "C", "C", "N", "C", "C", "C", "O", "O", "C", "O", "O", "H", "H", "H", "C", "C", "O", "P", "S", "S", "O", "C", "C", "H", "H", "H", "H", "H", "H", "H", "H", "H", "H", "O", "N", "O", "C", "C", "C", "C", "C", "C", "N", "C", "C", "N", "C", "C", "C", "C", "H", "H", "H", "H", "H", "H", "H", "C", "Si", "C", "C", "As", "Si", "C", "C", "C", "Si", "C", "C", "C", "H", "H", "H", "H", "H", "H", "H", "H", "H", "H", "H", "H", "H", "H", "H", "H", "H", "H", "H", "H", "H", "H", "H", "H", "H", "H", "H"], "positions_angstrom": [[-0.769, 0.873, 1.325], [-6.167, 2.501, -2.402], [-5.088, 2.089, -1.705], [-4.871, 0.729, -1.334], [-3.685, 0.435, -0.631], [-2.909, 1.430, -0.204], [-3.048, 2.674, -0.635], [-4.137, 3.062, -1.414], [-1.834, 3.528, -0.361], [-1.739, 4.572, -1.033], [-1.006, 3.011, 0.479], [-3.044, -0.926, -0.435], [-3.718, -1.861, -0.898], [-1.923, -0.968, 0.181], [-6.833, 1.785, -2.438], [-5.546, -0.074, -1.575], [-4.210, 4.098, -1.719], [4.374, 4.217, 1.616], [2.905, 4.454, 1.991], [2.609, 3.729, 3.222], [2.157, 2.180, 3.205], [0.287, 2.010, 3.872], [2.537, 1.424, 1.421], [3.170, 1.786, 4.389], [3.603, 0.421, 4.809], [5.089, 0.434, 4.701], [4.724, 4.825, 0.774], [4.531, 3.206, 1.266], [5.029, 4.387, 2.471], [2.216, 4.124, 1.207], [2.725, 5.488, 2.226], [3.126, -0.293, 4.096], [3.253, 0.423, 5.866], [5.464, 0.382, 3.649], [5.524, -0.410, 5.236], [5.537, 1.337, 5.119], [-2.596, -4.452, 7.018], [-1.791, -4.497, 6.045], [-0.944, -5.382, 5.904], [-1.869, -3.418, 5.119], [-3.039, -2.674, 5.237], [-3.269, -1.480, 4.550], [-4.408, -0.706, 4.786], [-4.522, 0.549, 4.183], [-3.497, 0.994, 3.365], [-2.409, 0.263, 3.072], [-2.226, -0.960, 3.676], [-1.038, -1.767, 3.511], [-0.116, -1.312, 2.668], [1.068, -1.938, 2.584], [1.309, -3.174, 3.176], [0.317, -3.762, 3.917], [-0.878, -3.057, 4.157], [-3.764, -2.980, 6.004], [-5.223, -1.099, 5.377], [-5.389, 1.214, 4.387], [-3.595, 1.965, 2.833], [1.828, -1.497, 1.976], [2.275, -3.691, 3.023], [0.462, -4.729, 4.361], [0.898, -3.314, -1.340], [1.903, -2.045, -2.307], [3.338, -1.296, -1.306], [2.568, -3.071, -3.756], [0.494, -0.231, -2.691], [-0.793, -1.167, -4.468], [-1.606, -2.732, -3.679], [-0.043, -1.646, -6.112], [-2.137, 0.105, -4.966], [1.407, 1.693, -3.816], [-0.010, 2.787, -4.336], [2.495, 1.201, -5.284], [2.399, 2.587, -2.491], [1.576, -3.946, -0.763], [0.276, -3.955, -1.980], [0.232, -2.885, -0.594], [3.821, -2.067, -0.703], [2.974, -0.526, -0.595], [4.150, -0.826, -1.898], [3.325, -3.781, -3.418], [3.103, -2.481, -4.499], [1.797, -3.633, -4.288], [-1.938, -2.488, -2.659], [-0.975, -3.619, -3.625], [-2.464, -2.936, -4.297], [0.954, -2.050, -6.042], [-0.013, -0.803, -6.826], [-0.703, -2.410, -6.558], [-2.243, 0.838, -4.151], [-3.095, -0.425, -5.126], [-1.823, 0.667, -5.846], [-0.460, 2.444, -5.271], [0.453, 3.772, -4.498], [-0.811, 2.930, -3.605], [1.965, 0.651, -6.051], [3.366, 0.581, -4.965], [2.861, 2.132, -5.746], [1.703, 3.086, -1.767], [2.951, 3.383, -3.033], [3.086, 1.986, -1.910]], "atomic_forces_ev_per_a": [[-0.26, -0.14, -0.33], [-1.42, -0.49, -0.39], [0.88, -1.07, 0.73], [0.87, 0.94, 0.24], [-0.16, 1.67, -0.15], [0.66, -0.41, -0.18], [-0.71, -0.67, -0.15], [0.42, -0.15, 0.49], [0.91, 0.49, 0.31], [0.17, -0.57, 0.67], [-0.48, 0.98, -0.86], [-0.20, -0.95, 0.78], [0.47, -0.16, -0.04], [-0.86, 0.21, -0.65], [0.65, 0.48, 0.00], [-0.15, -0.12, -0.29], [-0.12, -0.16, -0.19], [-0.04, 0.19, -0.33], [0.46, -1.02, 0.36], [0.07, 0.60, -0.78], [-0.69, 0.54, 0.67], [0.42, -0.11, -0.24], [-0.19, -0.81, -0.10], [0.73, -1.11, 0.06], [-1.42, 2.05, -0.77], [1.33, -0.33, -0.69], [-0.28, 0.35, 0.19], [-0.15, -0.37, 0.20], [-0.07, 0.11, 0.06], [0.16, 0.14, 0.05], [-0.13, 0.44, 0.10], [0.21, 0.16, 1.02], [0.13, -0.80, -0.82], [-0.58, -0.01, 0.66], [0.01, -0.18, 0.04], [-0.30, 0.04, 0.15], [0.25, -0.73, 0.03], [-0.66, 2.21, -0.57], [0.98, -1.13, -0.04], [-1.14, -0.97, 0.89], [-0.69, 0.09, 0.62], [1.72, 0.01, -0.44], [-0.59, 1.44, -0.97], [-0.67, -0.52, 1.08], [0.69, 0.21, -1.19], [0.16, -1.04, 0.78], [-2.38, 1.13, 0.54], [0.19, -1.21, -0.42], [1.51, 0.45, -0.11], [-0.99, -0.44, 0.01], [0.63, 0.00, -0.39], [-0.40, 0.18, 0.25], [0.33, 0.96, 0.05], [0.45, 0.10, -0.58], [0.07, -0.05, 0.23], [0.67, -0.64, -0.25], [0.24, -0.74, 0.45], [0.24, 0.49, -0.40], [-0.64, 0.44, 0.08], [-0.13, -0.13, 0.15], [-0.03, 0.12, 0.32], [0.34, -0.07, 0.04], [0.11, 0.19, 0.14], [0.40, 0.26, -0.28], [-0.62, 0.35, -0.90], [-0.69, -0.09, 0.97], [0.57, 1.10, 0.02], [-0.15, 0.10, -0.68], [0.15, -0.34, 0.80], [0.11, -1.34, 1.07], [0.11, 0.26, -0.28], [0.59, 0.38, 0.28], [-0.62, 1.02, -0.28], [0.18, -0.20, -0.12], [0.32, 0.20, 0.09], [-0.17, 0.29, -0.02], [0.04, -0.13, 0.10], [0.08, -0.40, -0.38], [-0.58, -0.21, 0.03], [-0.11, -0.19, 0.31], [-0.08, 0.31, -0.15], [-0.10, 0.05, 0.15], [-0.08, -0.10, -0.25], [0.07, 0.10, -0.20], [-0.56, -0.33, -0.19], [0.38, -0.27, 0.02], [0.00, -0.22, 0.35], [0.23, 0.16, 0.12], [-0.28, -0.28, -0.20], [0.36, 0.43, -0.05], [-0.16, -0.16, -0.15], [0.06, 0.11, 0.02], [-0.23, -0.05, -0.12], [0.25, -0.14, 0.10], [-0.25, -0.17, -0.09], [-0.58, 0.50, -0.13], [0.14, -0.26, 0.02], [0.48, -0.41, -0.59], [-0.04, -0.20, 0.46], [0.19, -0.22, -0.02]], "mulliken_spin": [0.00, 0.00, 0.00, 0.00, 0.00, 0.00, 0.00, 0.00, 0.00, 0.00, 0.00, 0.00, 0.00, 0.00, 0.00, 0.00, 0.00, 0.00, 0.00, 0.00, 0.00, 0.00, 0.00, 0.00, 0.00, 0.00, 0.00, 0.00, 0.00, 0.00, 0.00, 0.00, 0.00, 0.00, 0.00, 0.00, 0.15, 0.13, 0.17, -0.01, 0.35, -0.09, 0.10, -0.07, 0.12, -0.05, 0.03, 0.02, 0.02, 0.01, 0.01, 0.03, 0.01, 0.03, 0.01, 0.00, 0.01, 0.01, 0.00, 0.02, 0.00, 0.00, 0.00, 0.00, 0.00, 0.00, 0.00, 0.00, 0.00, 0.00, 0.00, 0.00, 0.00, 0.00, 0.00, 0.00, 0.00, 0.00, 0.00, 0.00, 0.00, 0.00, 0.00, 0.00, 0.00, 0.00, 0.00, 0.00, 0.00, 0.00, 0.00, 0.00, 0.00, 0.00, 0.00, 0.00, 0.00, 0.00, 0.00, 0.00]}